DFT (ωB97M-V/def2-TZVPD) results for a structure of composition C24H43N2P3STi in a non-equilibrium geometry.

XYZ file:
```
74
Properties=species:S:1:pos:R:3:forces:R:3
C 0.569 -2.259 -5.900 0.5 0.3 -0.3
C -1.099 -0.695 -2.789 0.5 0.0 0.8
H 3.149 2.544 -0.712 0.0 0.1 0.3
H 1.008 -5.547 2.934 0.0 0.1 0.2
C -1.077 -0.143 3.529 0.3 -0.1 -0.1
H -4.100 3.374 -1.681 0.0 -0.1 0.2
C 0.281 -0.552 -2.525 -0.2 -1.0 0.1
Ti 0.386 0.289 0.170 0.6 -2.1 -2.6
C 1.286 -2.282 1.998 -0.8 0.0 0.1
P -1.826 2.762 -1.445 0.0 -0.5 -0.2
H 2.251 3.156 3.145 -0.2 -0.1 -0.1
H -3.366 0.108 0.532 0.0 -0.2 0.2
H -2.018 -0.124 4.099 0.3 0.1 -0.2
H 0.664 3.359 2.349 0.3 -0.2 0.1
C -1.728 2.916 -3.223 0.2 0.0 -0.3
C 0.573 -2.947 -2.719 -0.2 -0.4 -0.2
C 2.000 -2.532 4.263 0.0 0.5 -0.4
C 1.406 2.622 2.687 0.0 -0.1 0.0
C 1.036 -3.649 1.942 -0.5 -0.1 0.4
N 0.242 -3.860 0.813 -0.3 0.5 -0.5
H -2.853 2.013 3.150 0.2 0.1 -0.3
C 1.729 -1.598 -5.788 -0.5 -0.1 -0.6
H 0.944 1.976 3.447 0.2 0.2 -0.2
H 3.361 0.460 2.981 0.1 0.2 -0.4
N 0.646 -1.698 0.884 -0.4 1.2 -0.3
S 0.972 1.003 -2.107 0.5 0.4 1.2
H -1.957 1.968 -3.724 0.0 0.3 0.1
H -1.164 1.513 -1.064 -0.9 1.3 -0.2
H -0.745 -1.183 3.433 -0.1 0.3 0.1
C -2.078 2.202 2.392 0.0 0.2 -0.1
H -0.906 4.051 0.385 -0.1 0.1 -0.2
H -2.691 -2.085 -3.199 0.2 0.0 0.2
C 1.130 -1.686 -2.595 -0.3 0.4 0.1
C 2.854 2.934 0.270 -0.1 0.1 -0.4
H -3.784 2.891 0.015 0.0 0.0 -0.2
H -0.250 -1.865 -6.515 0.4 -0.3 0.1
H -1.258 -4.107 -2.937 0.3 0.6 -0.1
H 1.796 -0.602 3.246 0.0 -0.5 0.2
C 3.526 0.828 1.961 0.1 -0.4 0.0
C 1.242 -4.491 3.021 0.6 0.0 0.6
H -1.300 2.826 2.848 -0.3 -0.2 -0.1
H -1.476 5.075 -0.972 0.2 -0.2 0.1
H 2.556 -1.952 -5.170 -0.2 -0.1 -0.3
H -0.620 -2.535 -0.642 0.1 -0.1 0.2
H -2.581 -1.386 1.121 -0.1 0.3 0.1
H -0.313 0.419 4.082 -0.2 -0.2 -0.1
H -0.147 -4.755 0.520 0.1 0.4 0.1
C -0.006 -2.665 0.244 0.7 -1.0 0.5
C -1.635 -1.966 -2.961 -0.1 -0.4 -0.2
H -3.543 -0.394 2.252 0.1 0.0 -0.3
H -2.522 2.736 1.545 0.1 -0.1 0.4
C -0.953 4.143 -0.708 0.2 0.1 0.3
P -1.382 0.595 1.871 -1.4 0.0 1.8
H 2.408 -2.115 5.185 -0.2 -0.1 -0.3
H 0.422 -3.254 -5.475 0.0 0.4 0.1
H 2.202 3.806 0.127 0.1 -0.2 0.0
H 4.339 1.567 1.976 -0.3 -0.3 0.0
C 1.720 -1.687 3.180 0.5 -0.3 0.3
C -2.861 -0.357 1.389 -0.1 -0.1 -0.2
H 1.927 -0.718 -6.424 -0.2 -0.3 0.7
H 3.753 3.240 0.822 -0.3 0.1 -0.2
H 1.971 -4.537 5.063 -0.1 0.2 -0.4
H 1.214 -3.837 -2.716 -0.2 0.4 -0.1
H 3.816 -0.018 1.323 0.1 0.2 0.2
C -0.817 -3.099 -2.871 0.1 0.0 -0.1
C 1.759 -3.913 4.190 0.0 -0.5 -0.6
H -2.473 3.674 -3.519 0.3 -0.2 0.0
H 2.209 -1.519 -2.560 -0.3 -0.2 0.2
H -1.721 0.203 -2.788 0.1 -0.5 -0.2
H -3.919 1.648 -1.262 0.0 0.2 0.0
P 2.039 1.638 1.267 1.6 1.7 1.2
H -0.720 3.236 -3.520 -0.3 -0.1 0.0
C -3.570 2.664 -1.033 -0.1 0.0 0.1
H 0.073 4.172 -1.105 -0.3 0.0 0.0
```
Positions in Å, forces in eV/Å.

ΔE to the lowest compared entry with this formula, charge and spin: 0.0 kJ/mol
expectation value of S²: 0.759
highest occupied orbital energy (alpha / beta): -15.9 / -15.9 eV
charge: +3
spin multiplicity: 2
max |F|: 3.401 eV/A
orbital gap (alpha / beta): 0.2222 / 0.2336 Eh